No. 1
DFT (ωB97M-V with the def2-TZVPD basis set) results for a cluster of 33 separate species, H66O33 in total.

Frontier orbital gap: 8.15 eV

Structure (ORCA input):
```
! wB97M-V def2-TZVPD RIJCOSX def2/J DEFGRID3
* xyz 0 1
O -47.58 -11.75 16.10
H -47.24 -11.08 16.69
H -47.18 -11.54 15.25
O -49.47 -9.27 13.97
H -49.26 -9.78 13.19
H -49.76 -9.92 14.61
O -46.94 -8.49 12.39
H -46.80 -9.27 12.92
H -47.89 -8.38 12.38
O -44.94 -2.92 14.99
H -44.14 -3.21 15.43
H -44.77 -3.08 14.06
O -42.18 -4.01 16.59
H -42.69 -3.89 17.40
H -42.32 -4.92 16.35
O -39.39 -8.17 15.18
H -38.74 -7.66 14.69
H -40.22 -7.76 14.96
O -43.10 -10.07 12.62
H -43.42 -10.88 12.23
H -42.15 -10.11 12.50
O -49.92 -3.64 15.51
H -49.06 -3.24 15.40
H -49.96 -4.32 14.83
O -45.18 -3.90 12.17
H -44.88 -4.76 12.49
H -44.96 -3.90 11.24
O -45.61 -6.49 15.03
H -45.20 -7.35 14.93
H -46.49 -6.60 14.67
O -45.80 -6.26 9.88
H -46.38 -5.50 9.97
H -45.10 -5.96 9.31
O -47.53 -2.21 15.37
H -47.34 -1.94 14.48
H -46.68 -2.49 15.72
O -41.08 -5.70 13.36
H -41.79 -6.19 13.76
H -41.51 -4.97 12.91
O -49.92 -6.52 18.17
H -50.63 -6.74 17.58
H -49.13 -6.82 17.72
O -49.77 -3.64 18.07
H -49.61 -3.65 17.13
H -49.71 -4.56 18.34
O -47.24 -11.05 13.18
H -46.51 -11.59 13.48
H -47.67 -11.58 12.50
O -47.45 -4.17 10.85
H -48.22 -3.71 11.18
H -46.71 -3.76 11.30
O -41.86 -8.88 14.72
H -42.25 -9.60 14.22
H -41.42 -9.32 15.45
O -43.81 -3.87 18.88
H -43.27 -4.52 19.33
H -44.71 -4.18 19.02
O -42.75 -6.62 15.84
H -43.50 -6.73 16.43
H -42.59 -7.50 15.49
O -43.88 -1.41 17.14
H -44.23 -1.45 18.03
H -44.45 -1.98 16.63
O -44.95 -11.94 13.98
H -44.51 -12.63 13.49
H -44.54 -11.95 14.84
O -44.18 -11.47 17.10
H -45.06 -11.67 17.43
H -43.73 -12.31 17.11
O -44.71 -7.33 19.42
H -43.93 -6.78 19.41
H -44.80 -7.59 20.33
O -47.36 -3.02 19.19
H -48.22 -2.70 18.91
H -47.31 -3.91 18.84
O -44.60 -6.59 12.48
H -45.17 -7.26 12.86
H -44.77 -6.64 11.54
O -48.41 -7.02 15.18
H -48.72 -7.92 15.08
H -49.03 -6.49 14.68
O -47.19 -5.17 16.99
H -47.69 -5.70 16.37
H -46.27 -5.32 16.74
O -47.51 -6.95 19.55
H -47.71 -6.27 18.91
H -46.57 -7.10 19.46
O -41.64 -7.36 10.94
H -41.69 -6.41 10.85
H -42.12 -7.56 11.75
O -45.23 -9.97 10.57
H -45.33 -9.65 11.47
H -44.59 -9.37 10.17
O -50.21 -5.87 13.51
H -51.09 -5.64 13.22
H -49.77 -6.18 12.72
O -44.81 -9.31 14.91
H -44.57 -9.92 14.21
H -44.46 -9.70 15.70
*
```

---

No. 2
DFT (ωB97M-V with the def2-TZVPD basis set) results for a cluster of 2 separate species, H4S2Si in total.

Frontier orbital gap (spin up / spin down): 6.19 / 9.59 eV

Structure (ORCA input):
```
! wB97M-V def2-TZVPD RIJCOSX def2/J DEFGRID3
* xyz 0 1
Si 0.01 -0.44 -0.44
S 1.98 -0.54 -1.15
S -0.41 1.60 0.17
H -0.99 -1.23 -0.93
H -1.45 -1.21 2.19
H 1.97 0.77 -0.93
H -1.10 1.07 1.09
*
```

---

No. 3
DFT (ωB97M-V with the def2-TZVPD basis set) results for an isolated molecule of C5H8OS.

Frontier orbital gap: 9.89 eV
SMILES string: S[C@@]12COC[C@@H]1C2

Structure (ORCA input):
```
! wB97M-V def2-TZVPD RIJCOSX def2/J DEFGRID3
* xyz 0 1
C 0.80 -0.09 -0.06
C -0.08 -1.34 -0.40
C -1.58 0.02 0.56
C -0.25 0.88 0.34
C 0.31 1.09 -0.98
H 2.93 -0.29 1.53
H 0.19 -2.04 0.58
H 0.08 -1.98 -1.29
H -1.39 -0.50 1.58
H -2.43 0.68 0.49
H -0.15 1.87 1.05
H -0.35 0.83 -1.66
H 0.78 2.18 -1.21
O -1.51 -0.95 -0.48
S 2.65 -0.35 -0.03
*
```

---

No. 4
DFT (ωB97M-V with the def2-TZVPD basis set) results for an isolated molecule of C2H5N3S.

Frontier orbital gap: 9.44 eV
SMILES string: [H]/N=C/N/C=N\S

Structure (ORCA input):
```
! wB97M-V def2-TZVPD RIJCOSX def2/J DEFGRID3
* xyz 0 1
C -0.05 -0.87 0.55
C -1.98 0.64 0.76
H 3.15 -0.95 -0.88
H -0.59 -1.49 1.22
H -0.39 0.92 -0.46
H -2.38 -0.11 1.39
H -3.48 1.77 0.72
N 1.13 -1.23 0.19
N -0.75 0.30 0.25
N -2.54 1.71 0.33
S 1.94 -0.26 -0.95
*
```

---

No. 5
DFT (ωB97M-V with the def2-TZVPD basis set) results for a structure of composition C14H35NP2S2Sc.

Frontier orbital gap: 7.83 eV

Structure (ORCA input):
```
! wB97M-V def2-TZVPD RIJCOSX def2/J DEFGRID3
* xyz 3 1
Sc -0.75 0.26 -0.09
S -1.01 -1.95 1.19
S 0.34 0.70 -2.42
C -0.08 -3.37 0.53
C -2.66 -2.24 0.40
C -2.56 -2.39 -1.12
N -2.07 -1.09 -1.67
C -1.67 -1.13 -3.10
C -1.09 0.22 -3.48
H -3.33 -1.42 0.71
H -3.01 -3.16 0.88
H -3.57 -2.64 -1.51
H -1.90 -3.21 -1.43
H -2.55 -1.34 -3.73
H -0.97 -1.95 -3.27
H -1.84 1.02 -3.42
H -0.68 0.21 -4.49
C 1.41 -0.71 -2.86
H -2.92 -0.52 -1.66
H 1.24 -1.59 -2.22
H 2.45 -0.39 -2.76
H 1.21 -0.98 -3.90
H 0.66 -3.62 1.30
H 0.44 -3.13 -0.41
H -0.75 -4.23 0.38
C -2.51 1.40 -0.19
C -2.29 2.46 0.71
H -3.10 0.52 0.17
H -2.47 1.60 -1.28
H -2.86 2.53 1.64
H -1.97 3.45 0.36
C 3.27 1.06 -0.24
P 2.08 -0.10 0.57
C 2.92 -1.67 0.24
C 2.52 0.19 2.34
C 1.66 1.32 2.94
P 0.12 1.74 2.01
C -0.82 2.46 3.40
C 0.65 3.08 0.89
H 3.59 0.63 -1.19
H 4.15 1.19 0.41
H 2.82 2.04 -0.45
H 3.90 -1.69 0.74
H 2.30 -2.50 0.60
H 3.05 -1.79 -0.85
H 2.34 -0.75 2.88
H 3.61 0.40 2.41
H 1.33 1.03 3.95
H 2.27 2.23 3.04
H -0.24 3.20 3.96
H -1.76 2.92 3.09
H -1.08 1.63 4.08
H 1.74 3.24 0.91
H 0.11 3.98 1.18
H 0.35 2.86 -0.16
*
```

---

No. 6
DFT (ωB97M-V with the def2-TZVPD basis set) results for an isolated molecule of C3HNO.

Frontier orbital gap (spin up / spin down): 8.90 / 8.90 eV
SMILES string: N#CC=C=O

Structure (ORCA input):
```
! wB97M-V def2-TZVPD RIJCOSX def2/J DEFGRID3
* xyz 0 1
C -1.10 -0.61 0.01
C 1.33 0.18 -0.13
C -0.26 0.47 0.18
N -1.85 -1.48 -0.05
O 2.44 -0.05 0.02
H -0.55 1.48 -0.03
*
```

---

No. 7
DFT (ωB97M-V with the def2-TZVPD basis set) results for a cluster of 2 separate species, C2H8N2 in total.

Frontier orbital gap: 10.38 eV
SMILES string: C=N.CN

Structure (ORCA input):
```
! wB97M-V def2-TZVPD RIJCOSX def2/J DEFGRID3
* xyz 0 1
C -1.27 1.83 1.61
N -0.96 0.97 0.42
H -0.54 1.66 2.37
H -1.59 2.84 1.36
H -2.15 1.48 2.19
H -1.56 1.14 -0.37
H 0.02 1.36 0.17
C 1.99 -2.35 -1.72
N 1.07 -1.57 -1.29
H 3.01 -2.01 -1.54
H 1.74 -3.25 -2.30
H 0.25 -2.09 -0.89
*
```

---

No. 8
DFT (ωB97M-V with the def2-TZVPD basis set) results for the ion C8H11N2 with charge +1.

Frontier orbital gap: 10.02 eV
SMILES string: C/C=[NH+]\Cc1ccccn1

Structure (ORCA input):
```
! wB97M-V def2-TZVPD RIJCOSX def2/J DEFGRID3
* xyz 1 1
C -3.03 -0.43 -0.06
C -2.84 0.92 0.21
C -1.94 -1.29 -0.15
C -1.54 1.37 0.42
C -0.69 -0.74 0.06
C 0.62 -1.53 -0.01
C 1.69 0.45 0.65
C 2.10 0.97 -0.68
N -0.52 0.54 0.35
N 1.50 -0.83 0.88
H -4.03 -0.82 -0.20
H -3.67 1.60 0.27
H -2.07 -2.33 -0.37
H -1.32 2.40 0.65
H 0.49 -2.57 0.27
H 1.00 -1.48 -1.04
H 1.93 1.07 1.50
H 2.76 1.81 -0.54
H 1.27 1.30 -1.30
H 2.62 0.19 -1.24
H 1.42 -1.12 1.85
*
```

---

No. 9
DFT (ωB97M-V with the def2-TZVPD basis set) results for a cluster of 10 separate species, H18NO12 in total.

Frontier orbital gap: 9.18 eV

Structure (ORCA input):
```
! wB97M-V def2-TZVPD RIJCOSX def2/J DEFGRID3
* xyz -1 1
N 0.21 -0.13 0.22
O -0.18 0.84 0.86
O 1.43 -0.30 -0.02
O -0.64 -0.89 -0.33
O -0.07 1.80 -2.33
H -0.07 2.21 -3.20
H -0.29 0.87 -2.51
O 3.02 0.45 -2.40
H 3.37 1.30 -2.13
H 2.36 0.24 -1.73
O -3.27 1.74 0.26
H -2.61 1.08 0.03
H -3.88 1.29 0.85
O -1.74 -0.12 3.44
H -1.39 0.29 2.63
H -1.30 -0.98 3.47
O -1.54 -0.56 -3.08
H -2.37 -1.05 -3.01
H -0.95 -1.02 -2.47
O -0.32 -4.10 -2.15
H -0.47 -3.45 -1.45
H -1.18 -4.50 -2.29
O 3.18 1.26 1.53
H 2.56 0.65 1.08
H 3.53 0.75 2.26
O -0.57 -2.52 2.05
H -0.29 -2.25 1.16
H -1.15 -3.27 1.91
O 1.26 3.55 2.19
H 1.64 4.13 2.85
H 1.74 2.71 2.29
*
```

---

No. 10
DFT (ωB97M-V with the def2-TZVPD basis set) results for a structure of composition C3H2Br2NO4.

Frontier orbital gap (spin up / spin down): 7.40 / 7.40 eV

Structure (ORCA input):
```
! wB97M-V def2-TZVPD RIJCOSX def2/J DEFGRID3
* xyz -1 1
C -3.21 -2.42 1.43
C -0.17 -0.15 0.34
C -0.86 0.94 -0.13
N -0.25 2.07 -0.73
O -3.86 -2.54 0.48
O 1.01 1.99 -0.82
O -2.66 -2.33 2.44
O -0.92 3.04 -1.12
Br -0.72 -2.14 -1.10
Br -2.88 0.87 -0.09
H -0.42 -0.65 1.27
H 0.89 0.02 0.17
*
```

---

No. 11
DFT (ωB97M-V with the def2-TZVPD basis set) results for a structure of composition C7H11N.

Frontier orbital gap: 9.38 eV

Structure (ORCA input):
```
! wB97M-V def2-TZVPD RIJCOSX def2/J DEFGRID3
* xyz 0 1
C -1.40 -1.29 0.64
C -0.51 -0.43 -0.17
C -0.63 1.59 -0.35
C 0.24 0.65 0.67
C 1.72 0.40 0.56
C 1.88 -0.44 -0.66
C 0.71 -1.04 -0.91
H -2.21 -1.72 0.03
H -2.03 -0.68 1.38
H -0.88 -2.19 1.04
H -2.24 0.65 -1.30
H -1.26 2.34 0.19
H -0.15 2.28 -1.03
H 0.04 0.90 1.70
H 2.38 1.33 0.52
H 2.14 -0.15 1.44
H 2.73 -0.80 -1.16
H 0.64 -1.85 -1.55
N -1.18 0.44 -1.03
*
```

---

No. 12
DFT (ωB97M-V with the def2-TZVPD basis set) results for a cluster of 2 separate species, C2H3Cl2FO in total.

Frontier orbital gap: 9.51 eV
SMILES string: O/C(Cl)=C\F.Cl

Structure (ORCA input):
```
! wB97M-V def2-TZVPD RIJCOSX def2/J DEFGRID3
* xyz 0 1
C -0.74 -0.33 -0.25
C -0.66 0.81 0.47
O -1.49 1.83 0.27
F -1.70 -0.28 -1.22
Cl 2.80 -1.50 -0.84
Cl 0.49 0.91 1.78
H -0.01 -1.09 -0.58
H 2.45 -2.76 -0.55
H -1.15 2.40 0.91
*
```